{
  "formula": "C31H50NO18",
  "method": "ωB97M-V/def2-TZVPD",
  "symbols": ["C", "C", "O", "C", "O", "C", "C", "C", "C", "C", "C", "C", "C", "C", "N", "O", "C", "C", "C", "C", "H", "H", "H", "H", "H", "H", "H", "H", "H", "H", "H", "H", "H", "H", "H", "H", "H", "H", "H", "H", "H", "H", "H", "H", "H", "H", "H", "H", "H", "H", "C", "C", "O", "C", "O", "O", "H", "H", "H", "H", "C", "C", "O", "C", "O", "O", "H", "H", "H", "H", "C", "C", "O", "C", "O", "O", "H", "H", "H", "H", "C", "C", "O", "C", "O", "O", "H", "H", "H", "H", "C", "C", "O", "C", "O", "O", "H", "H", "H", "H"],
  "xyz": [[5.1641, -0.9324, 1.3304], [4.0785, -1.1184, 0.2866], [3.2274, 0.0344, 0.2638], [3.3457, 0.8391, -0.8242], [4.4119, 1.0087, -1.4264], [2.0620, 1.5342, -1.2043], [1.2965, 2.1237, 0.0105], [-0.1471, 1.6440, 0.1853], [-0.3778, 0.2506, 0.8044], [0.3704, 0.0804, 2.1184], [-0.0229, -0.8283, -0.2414], [-0.7284, -2.1902, -0.1285], [-1.5564, -2.5097, -1.3855], [0.3460, -3.2825, -0.0391], [-1.5878, -2.3324, 1.0707], [-1.0430, -2.8947, 2.0821], [-2.5013, -1.2046, 1.3619], [-2.8494, -1.2455, 2.8579], [-3.8375, -1.3777, 0.6092], [-1.9003, 0.1887, 1.0493], [5.6627, -1.8728, 1.5435], [4.6951, -0.5567, 2.2346], [5.8795, -0.2075, 0.9550], [4.5087, -1.3083, -0.6920], [3.4679, -1.9834, 0.5373], [1.4320, 0.8587, -1.7747], [2.3637, 2.3319, -1.8733], [1.8821, 2.0330, 0.9183], [1.2372, 3.1930, -0.1881], [-0.6627, 1.7240, -0.7697], [-0.6331, 2.3609, 0.8513], [0.3734, -0.9594, 2.4444], [-0.1369, 0.6377, 2.9038], [1.4123, 0.3789, 2.0569], [-0.2529, -0.4084, -1.2197], [1.0512, -0.9915, -0.2186], [-0.8551, -2.6396, -2.2014], [-2.3024, -1.7574, -1.6113], [-2.0202, -3.4806, -1.2156], [1.0959, -3.0210, 0.6999], [-0.0795, -4.2568, 0.1751], [0.8586, -3.3423, -0.9999], [-3.2850, -2.1940, 3.1497], [-3.5611, -0.4408, 3.0267], [-1.9846, -1.0178, 3.4733], [-4.6202, -0.8674, 1.1592], [-3.7879, -0.9359, -0.3808], [-4.0774, -2.4317, 0.5126], [-2.3817, 0.6099, 0.1673], [-2.1480, 0.8395, 1.8851], [5.5581, 3.8983, 3.6779], [5.4358, 2.6801, 2.7894], [6.3946, 1.7847, 3.3673], [6.5798, 2.1368, 4.6620], [7.1815, 1.4951, 5.4569], [5.9813, 3.3238, 4.9223], [4.6231, 4.4318, 3.7994], [6.3240, 4.5927, 3.3331], [4.4474, 2.2193, 2.8420], [5.6793, 2.8793, 1.7492], [-6.6237, 2.5112, -2.6124], [-6.7705, 1.0600, -2.2023], [-5.4272, 0.7077, -1.8621], [-4.7593, 1.8357, -1.5365], [-3.6778, 1.8595, -1.0481], [-5.4927, 2.9316, -1.8421], [-7.4926, 3.1179, -2.3725], [-6.3874, 2.6243, -3.6718], [-7.4001, 0.9345, -1.3200], [-7.1402, 0.4202, -2.9987], [0.6452, -4.4628, -5.9175], [-0.4162, -5.5436, -5.9251], [-1.4014, -5.0060, -5.0357], [-1.2567, -3.6566, -5.0076], [-2.0203, -2.9113, -4.4922], [-0.1219, -3.2861, -5.6412], [1.1652, -4.3621, -6.8660], [1.3764, -4.6003, -5.1194], [-0.8681, -5.6789, -6.9092], [-0.0580, -6.5024, -5.5604], [5.5271, 8.1423, 4.3788], [4.2318, 8.8305, 4.7570], [3.3196, 8.3220, 3.7776], [3.7965, 7.1407, 3.3264], [3.1991, 6.3826, 2.6381], [5.0596, 6.9315, 3.7735], [6.1622, 7.9193, 5.2318], [6.1007, 8.7046, 3.6402], [3.8790, 8.5412, 5.7482], [4.2863, 9.9140, 4.6985], [-4.7609, -4.5923, -3.3317], [-4.8718, -5.9765, -2.7291], [-5.0754, -5.6903, -1.3427], [-5.6018, -4.4446, -1.2394], [-6.0456, -3.9817, -0.2428], [-5.5570, -3.8083, -2.4332], [-5.1576, -4.5304, -4.3418], [-3.7390, -4.2140, -3.3278], [-5.7360, -6.5305, -3.1022], [-3.9762, -6.5765, -2.8680]],
  "forces_ev_per_a": [[-0.34, 0.15, -0.43], [0.69, -0.37, 0.51], [-0.35, -0.04, -0.98], [1.84, 0.42, -0.96], [-2.04, -0.68, 1.19], [0.36, 0.30, 0.70], [-0.20, 0.25, -0.72], [0.56, 0.11, 0.74], [-0.65, -0.12, -0.44], [0.02, -0.39, 0.14], [-0.04, 0.44, 0.21], [0.28, -1.11, -0.42], [0.32, -0.16, 0.70], [0.09, 0.20, -0.22], [0.77, 1.01, 0.18], [-0.13, -0.26, 0.00], [-1.09, 0.26, 0.77], [0.22, 0.30, -0.19], [0.64, -0.09, -0.26], [0.38, -0.37, -0.42], [0.11, -0.08, 0.04], [0.13, 0.01, 0.24], [0.20, 0.09, 0.17], [0.00, 0.24, -0.18], [-0.37, 0.13, 0.09], [0.02, -0.26, -0.01], [0.00, 0.05, -0.17], [0.00, -0.16, 0.17], [-0.01, 0.14, 0.13], [-0.14, -0.09, -0.12], [-0.08, 0.10, 0.03], [-0.11, -0.13, -0.03], [0.13, 0.25, 0.10], [0.09, 0.12, -0.04], [-0.11, -0.04, -0.16], [0.14, 0.00, -0.03], [-0.08, 0.29, -0.32], [-0.05, 0.04, -0.20], [-0.31, -0.03, -0.10], [-0.03, -0.17, 0.28], [-0.04, -0.10, 0.15], [0.01, 0.08, -0.12], [-0.02, -0.12, 0.09], [-0.22, -0.03, 0.05], [0.15, -0.24, 0.09], [-0.20, 0.03, 0.02], [-0.11, -0.02, -0.15], [-0.23, -0.10, 0.10], [-0.04, -0.13, 0.07], [-0.01, 0.21, 0.03], [-0.06, -0.02, -0.08], [-0.08, 0.00, -0.13], [-0.04, 0.04, -0.02], [-0.08, 0.07, -0.08], [0.10, -0.09, 0.12], [0.00, 0.00, -0.07], [-0.03, -0.02, 0.14], [0.01, -0.01, -0.01], [0.00, 0.00, 0.04], [0.13, -0.11, 0.01], [-0.12, 0.03, -0.08], [-0.16, -0.04, -0.02], [-0.02, 0.00, -0.04], [-0.07, -0.03, -0.02], [0.05, 0.15, -0.09], [-0.05, -0.03, -0.02], [0.09, 0.08, 0.12], [0.02, -0.03, 0.01], [0.02, 0.02, 0.01], [0.15, -0.08, 0.00], [0.14, -0.07, -0.03], [0.06, -0.12, -0.09], [0.03, 0.00, -0.03], [0.13, -0.07, -0.06], [-0.18, 0.10, -0.01], [-0.01, -0.07, 0.00], [-0.07, 0.15, -0.02], [-0.03, -0.01, 0.02], [0.00, 0.04, 0.00], [-0.09, 0.02, 0.14], [0.12, 0.08, 0.07], [0.03, 0.10, 0.12], [0.07, 0.00, 0.02], [0.02, 0.07, 0.06], [-0.08, -0.16, -0.10], [0.02, 0.21, 0.05], [-0.03, -0.17, -0.02], [-0.04, 0.01, -0.02], [0.01, -0.04, -0.01], [-0.11, -0.01, -0.13], [0.15, -0.02, -0.12], [0.00, -0.11, -0.12], [0.02, 0.02, -0.05], [0.02, -0.05, -0.12], [-0.09, 0.07, 0.16], [0.02, -0.06, -0.02], [-0.12, 0.11, 0.06], [-0.02, 0.04, 0.03], [-0.02, 0.03, 0.01], [0.04, 0.02, 0.17]],
  "mulliken_charge": [-1.182, -0.229, 0.157, 0.236, -0.646, -0.553, -0.789, -1.591, 3.417, -1.819, -1.997, 2.499, -2.727, -1.977, 0.930, -0.718, 1.893, -1.966, -1.841, -1.921, 0.498, 0.197, 0.285, 0.419, 0.152, 0.372, 0.408, 0.359, 0.468, 0.413, 0.668, 0.382, 0.372, 0.209, 0.567, -0.250, 0.612, 0.166, 0.530, 0.287, 0.489, 0.458, 0.448, 0.506, 0.315, 0.594, 0.003, 0.339, -0.422, 1.020, -0.087, 0.046, -0.343, 0.631, -0.546, -0.353, 0.070, 0.179, 0.051, 0.321, -0.366, -0.336, -0.167, 0.459, -0.461, -0.361, 0.297, 0.262, 0.272, 0.291, -0.368, -0.333, -0.260, 0.700, -0.451, -0.352, 0.295, 0.256, 0.279, 0.285, -0.323, -0.339, -0.339, 0.654, -0.508, -0.261, 0.318, 0.250, 0.261, 0.298, 0.099, -0.404, -0.359, 0.698, -0.524, -0.330, 0.335, -0.061, 0.284, 0.303],
  "s_squared": 0.75,
  "e_tot_ev": -71301.9154,
  "multiplicity": 2
}

=====

{
  "formula": "C4H13NO3",
  "method": "ωB97M-V/def2-TZVPD",
  "symbols": ["C", "N", "C", "C", "C", "O", "H", "H", "H", "H", "H", "H", "H", "H", "H", "H", "H", "O", "H", "H", "O"],
  "xyz": [[0.8595, 1.0995, -0.5725], [-0.5313, 1.5452, -0.3694], [-1.1476, -0.6262, 0.7908], [-1.2690, 0.8941, 0.7116], [-0.8365, 1.4237, 2.0704], [-1.5628, 1.4703, 3.0209], [0.9154, 0.0319, -0.8168], [1.2878, 1.6853, -1.3777], [1.4160, 1.2918, 0.3449], [-1.0347, 1.3380, -1.2264], [-1.7921, -0.9687, 1.6038], [-1.4160, -1.1461, -0.1020], [-0.1270, -0.9086, 1.0682], [-2.3080, 1.2023, 0.5677], [0.2307, 1.7297, 2.0786], [-0.3612, -2.2417, -3.2539], [-0.1615, -1.0752, -2.3464], [0.0238, -2.0261, -2.3933], [2.8308, -1.3795, -0.6572], [2.0548, -1.8159, 0.5694], [2.9288, -1.5239, 0.2890]],
  "forces_ev_per_a": [[-0.75, 0.04, 0.43], [0.32, -0.15, -0.37], [0.12, 0.17, 1.12], [-0.13, 0.07, -0.07], [0.09, 0.05, -0.88], [0.11, 0.06, 0.25], [0.26, 0.07, 0.07], [0.15, 0.05, -0.08], [0.21, -0.16, -0.20], [-0.07, 0.30, 0.06], [0.00, -0.10, -0.10], [-0.20, -0.24, -0.76], [-0.04, -0.03, -0.08], [-0.03, -0.22, 0.17], [-0.08, 0.15, 0.45], [0.16, -0.30, 0.15], [0.18, -0.25, 0.22], [-0.31, 0.58, -0.37], [0.05, -0.06, -0.04], [0.07, -0.07, 0.01], [-0.10, 0.04, 0.02]],
  "mulliken_charge": [-0.569, -0.416, -1.165, 0.312, -0.090, -0.466, -0.065, 0.363, 0.272, 0.280, 0.443, 0.319, 0.171, 0.363, 0.250, 0.312, 0.291, -0.601, 0.318, 0.313, -0.637],
  "e_tot_ev": -11990.5133,
  "smiles": "CN[C@@H](C)C=O.O.O",
  "de_lowest_ev": 1.958
}

=====

{
  "formula": "C16H14Cl3GeNO4STc",
  "method": "ωB97M-V/def2-TZVPD",
  "symbols": ["Tc", "C", "C", "C", "C", "C", "C", "C", "S", "O", "O", "N", "C", "C", "O", "O", "H", "H", "H", "H", "H", "H", "H", "H", "H", "Cl", "Ge", "Cl", "Cl", "C", "C", "C", "C", "C", "C", "C", "H", "H", "H", "H", "H"],
  "xyz": [[-1.6924, -0.4570, 0.1059], [4.4248, -3.7005, -3.1458], [3.4404, -2.6889, -2.6512], [2.2268, -3.0903, -2.0747], [1.3108, -2.1623, -1.6330], [1.6171, -0.8044, -1.7720], [2.8153, -0.3709, -2.3434], [3.7137, -1.3247, -2.7763], [0.5432, 0.3947, -1.1878], [-0.9266, 0.0221, -1.6085], [0.9182, 1.7066, -1.5628], [0.1702, 0.2244, 0.3814], [0.9637, -0.5142, 1.3478], [0.2386, -1.8108, 1.6979], [0.5963, -2.6880, 2.3845], [-1.0491, -1.8621, 1.0797], [4.1793, -4.7039, -2.8068], [5.4332, -3.4522, -2.8157], [4.4339, -3.7026, -4.2379], [2.0038, -4.1448, -1.9816], [0.3696, -2.4950, -1.2111], [3.0263, 0.6846, -2.4456], [4.6466, -1.0073, -3.2240], [1.0710, 0.0569, 2.2720], [1.9628, -0.7572, 0.9824], [-5.7717, 0.3683, 2.3790], [-3.8889, -0.4884, 2.1173], [-3.9620, -1.6019, 0.1708], [-3.2486, -1.7247, 3.6650], [-2.5149, 0.7693, 1.3327], [-2.5089, 2.1392, 1.5335], [-3.1558, 2.7265, 2.6678], [-3.1015, 4.0768, 2.8719], [-2.4306, 4.8859, 1.9453], [-1.7914, 4.3496, 0.8222], [-1.8178, 2.9971, 0.6152], [-3.6736, 2.0972, 3.3805], [-3.5736, 4.5216, 3.7365], [-2.4006, 5.9565, 2.1071], [-1.2794, 5.0010, 0.1281], [-1.3181, 2.5737, -0.2462]],
  "forces_ev_per_a": [[0.09, 0.02, -0.13], [0.00, -0.01, 0.00], [-0.01, -0.01, 0.00], [0.01, 0.01, 0.00], [0.01, 0.01, -0.01], [-0.03, -0.01, 0.02], [0.01, -0.01, -0.01], [0.01, 0.01, 0.00], [0.01, 0.11, 0.02], [-0.09, -0.04, 0.04], [0.02, -0.02, -0.02], [0.00, -0.02, -0.01], [0.03, 0.01, 0.02], [-0.03, 0.00, 0.00], [0.00, 0.01, 0.00], [0.01, -0.05, 0.07], [0.00, 0.00, 0.00], [0.00, 0.00, 0.00], [0.00, 0.00, 0.00], [0.00, 0.00, 0.00], [0.00, 0.00, 0.00], [0.00, 0.00, 0.00], [0.00, 0.00, 0.00], [0.01, 0.00, -0.01], [0.00, 0.00, 0.00], [0.00, 0.01, 0.01], [-0.02, -0.07, -0.06], [-0.01, 0.08, 0.06], [0.00, 0.03, -0.04], [-0.02, -0.03, 0.07], [0.01, 0.01, -0.05], [-0.03, -0.03, 0.01], [0.01, 0.03, -0.01], [0.01, 0.00, 0.03], [0.00, -0.01, -0.02], [0.00, 0.00, 0.02], [0.00, 0.00, 0.00], [0.00, 0.00, 0.00], [-0.01, 0.00, 0.00], [0.00, 0.00, 0.00], [-0.01, 0.00, 0.00]],
  "mulliken_charge": [0.205, -1.434, 0.825, -1.069, -0.324, 0.389, -0.433, -0.783, 1.832, -0.792, -0.570, -0.506, -0.467, 0.541, -0.421, -0.482, 0.371, 0.387, 0.344, 0.388, 0.452, 0.514, 0.443, 0.431, 0.344, -0.124, 0.877, -0.108, -0.157, 0.531, 1.290, -0.270, -0.995, -0.214, -0.918, -0.199, 0.392, 0.437, 0.442, 0.468, 0.361],
  "total_charge": 2,
  "s_squared": 0.79,
  "e_tot_ev": -133600.3716,
  "multiplicity": 2,
  "de_lowest_ev": 0.615
}

=====

{
  "formula": "C8H14N",
  "method": "ωB97M-V/def2-TZVPD",
  "symbols": ["C", "C", "C", "C", "C", "C", "C", "C", "N", "H", "H", "H", "H", "H", "H", "H", "H", "H", "H", "H", "H", "H", "H"],
  "xyz": [[2.0209, 1.9101, 0.0207], [1.4275, 0.8060, 0.4190], [-2.1080, 0.9276, 0.0723], [-2.0144, -0.6169, 0.3910], [-0.7775, 1.2840, -0.7138], [-0.4798, -0.8158, 0.5880], [0.3067, -1.4201, -0.5150], [0.1874, 0.2888, -0.1762], [1.6124, -2.0378, -0.1309], [2.7703, 2.4296, 0.5848], [1.8479, 2.2848, -1.0727], [1.6890, 0.3879, 1.5215], [-3.0881, 1.0302, -0.5220], [-2.2270, 1.4147, 0.9406], [-2.5532, -0.7553, 1.2009], [-2.4455, -1.2405, -0.5443], [-0.7558, 1.2739, -1.7463], [-0.5551, 2.2285, -0.4024], [-0.3629, -1.2025, 1.6522], [-0.2369, -1.6996, -1.3670], [1.5563, -2.9905, -0.1020], [1.8572, -1.5344, 0.7201], [2.3284, -1.9527, -0.8185]],
  "forces_ev_per_a": [[0.44, 0.67, -2.83], [0.44, -0.66, 3.23], [-1.16, -3.44, -5.31], [2.37, 0.91, -6.43], [-2.39, -2.52, 1.49], [-1.92, -1.04, 1.61], [-0.64, 3.50, 0.68], [2.02, -3.05, 1.83], [-1.24, 3.23, -0.97], [0.30, 0.00, 0.15], [0.03, -0.39, 2.30], [-0.47, 0.96, -2.46], [1.58, 0.38, 0.72], [0.01, 2.14, 3.04], [-2.46, -1.43, 3.91], [0.97, 1.27, 2.24], [-0.81, -0.03, -2.27], [1.26, 2.50, 0.71], [0.81, 0.98, -1.20], [0.03, -1.06, -1.16], [-0.70, -3.51, 1.31], [0.60, -0.55, 0.29], [0.95, 1.14, -0.86]],
  "mulliken_charge": [-0.903, -0.544, -0.796, -0.982, -1.249, -0.003, -1.029, 1.520, -0.077, 0.334, 0.235, 0.207, 0.292, 0.520, 0.427, 0.271, 0.500, 0.526, 0.255, 0.473, 0.307, 0.396, 0.321],
  "total_charge": 1,
  "e_tot_ev": -10002.6389,
  "smiles": "C=C[C@]12CCC[C@H]1[C@@H]2[NH3+]",
  "de_lowest_ev": 2.440
}